# 1
Molecular formula: C48H49GeN4O2RuSbSe
Method: DFT, the ωB97M-V functional and the def2-TZVPD basis

Geometry (Å):
Ru 11.90456 12.48157 12.78374
C 17.12497 11.31296 9.86139
C 15.87446 10.63229 9.66899
C 14.78002 10.82694 10.51105
C 14.91449 11.73088 11.50527
C 16.11704 12.58692 11.69832
C 17.24898 12.26214 10.80018
N 14.06911 11.74841 12.68372
C 14.48524 12.24422 15.16431
C 15.48045 11.95649 16.11706
C 15.17315 11.84002 17.42909
C 13.86646 11.90547 17.89953
C 12.88983 12.29880 16.98947
C 13.16206 12.48785 15.62414
N 12.15136 12.94825 14.77380
N 11.30086 13.77554 15.37241
C 10.25309 14.06828 14.57436
C 9.19797 14.88316 15.06578
C 8.10397 15.02994 14.33379
C 8.05337 14.58041 13.01096
C 9.17610 13.98538 12.52716
N 10.28422 13.70958 13.26582
H 17.95600 11.03470 9.21064
H 15.86160 9.89307 8.92172
H 13.90930 10.13099 10.39241
H 15.77909 13.62907 11.50840
H 18.20386 12.78561 10.84246
H 16.48540 11.85035 15.76089
H 15.91701 11.68255 18.20506
H 13.65942 11.76526 18.93713
H 11.84101 12.42831 17.29988
H 9.24874 15.21884 16.10446
H 7.26530 15.57211 14.74813
H 7.19669 14.76030 12.37072
H 9.38744 13.76428 11.48875
C 14.95857 15.18241 14.42133
C 14.36844 14.10930 13.50767
O 13.58376 14.41689 12.66412
C 14.82467 12.58589 13.73687
C 16.30539 12.43561 13.25133
C 17.04050 11.19270 13.56278
C 16.46956 9.93235 13.74100
C 15.17540 9.54481 13.52490
C 14.02110 10.30475 13.15334
O 12.93444 9.83237 13.27280
H 14.48495 15.20410 15.39844
H 14.70517 16.12696 13.97172
H 15.99594 14.98323 14.56493
H 16.86020 13.27238 13.61377
H 18.06798 11.34979 13.89425
H 17.13473 9.06897 13.99593
H 14.87153 8.52935 13.78682
C 7.96115 14.60895 7.93033
C 9.13603 15.32762 8.08064
C 10.24198 14.73186 8.74608
C 10.12674 13.41745 9.19607
C 8.94144 12.71604 8.97310
C 7.82476 13.30844 8.38621
Sb 11.72944 12.48424 10.09908
C 11.39577 10.60347 9.17396
C 11.34268 9.45428 9.90555
C 11.13267 8.22103 9.24694
C 10.77664 8.22634 7.90215
C 10.76521 9.39253 7.15342
C 11.04202 10.59533 7.80808
C 13.24062 13.37335 8.93701
C 13.65661 12.86336 7.71426
C 14.53516 13.57318 6.88142
C 14.97373 14.82131 7.24680
C 14.64267 15.33179 8.52290
C 13.74928 14.61700 9.37447
H 7.08764 15.07811 7.46035
H 9.30258 16.31685 7.69938
H 11.21201 15.24651 8.68306
H 8.91275 11.64651 9.27925
H 6.92761 12.75475 8.20635
H 11.48706 9.48648 10.99658
H 11.16268 7.24568 9.73310
H 10.61390 7.28619 7.37744
H 10.46462 9.38341 6.10426
H 11.06292 11.50459 7.23288
H 13.26990 11.91733 7.43134
H 14.83277 13.14148 5.92313
H 15.64416 15.37976 6.56676
H 15.09842 16.25868 8.79091
H 13.48882 15.06309 10.32318
C 8.05429 7.44056 15.58534
Ge 8.58669 7.30322 13.69031
C 7.26927 6.46905 12.58171
C 10.34321 6.41869 13.53487
C 8.92909 9.11842 12.94692
Se 10.02460 10.31099 14.07534
C 8.58673 11.16799 15.10402
H 8.01156 6.44549 15.99306
H 7.10030 7.94657 15.65504
H 8.79950 8.05660 16.14581
H 7.05786 5.47271 12.89706
H 7.62256 6.44277 11.54379
H 6.39050 7.10053 12.62209
H 10.28106 5.45080 13.98892
H 11.10640 7.02432 14.03158
H 10.56448 6.36001 12.44568
H 8.07374 9.65445 12.63325
H 9.52051 8.91098 12.07308
H 8.23540 10.40264 15.80015
H 7.75237 11.49821 14.50413
H 9.07770 11.95683 15.66091

Energy above the lowest of the compared OMol25 structures with the same formula, charge and spin   142.12 kJ/mol
Kohn-Sham gap (spin up / spin down)   7.02 / 6.14 eV
LUMO (spin up / spin down)   -1.89 / -4.09 eV
Charge   +1
⟨S²⟩   8.849
2S+1   6
HOMO level (spin up / spin down)   -0.3276 / -0.3761 Ha


# 2
Molecular formula: C4H11NO
Method: DFT, the ωB97M-V functional and the def2-TZVPD basis

Geometry (Å):
C 0.12410 -1.82311 -0.62511
C 0.39191 -0.48051 -1.31443
C 1.12318 0.49318 -0.41262
C -0.09199 2.11914 0.69928
N 0.34563 0.85972 0.71763
H -0.39409 -2.40282 -1.46049
H -0.55156 -1.83303 0.25787
H 1.10014 -2.24222 -0.22765
H 1.09113 -0.70860 -2.16875
H -0.49424 -0.04530 -1.68755
H 1.93208 -0.21049 -0.04614
H 1.50344 1.36266 -0.94089
H 0.09476 2.84506 -0.20894
H -0.82088 2.49079 1.44338
H -1.22041 0.36593 1.85795
H -2.14182 -0.80236 1.79960
O -1.99139 0.01196 2.31686

Energy above the lowest of the compared OMol25 structures with the same formula, charge and spin   189.39 kJ/mol
Kohn-Sham gap   11.11 eV
LUMO   0.68 eV
Charge   0
SMILES   C=NCCC.O
HOMO level   -0.3831 Ha


# 3
Molecular formula: C18H47EuNO4Si2
Method: DFT, the ωB97M-V functional and the def2-TZVPD basis

Geometry (Å):
O -1.05505 -1.45441 -0.55039
O 0.89757 0.46935 -3.23831
C -0.10526 -2.49189 -0.92282
C -0.75665 -3.85984 -0.77098
H 0.75405 -2.35891 -0.24630
H 0.22931 -2.22861 -1.93426
H -1.00780 -4.06774 0.28218
H -0.05168 -4.62619 -1.10107
H -1.66160 -3.97821 -1.38704
C -2.03341 -0.94498 -1.49745
C -1.81018 -1.23486 -2.96854
H -2.05408 0.14201 -1.33373
H -2.99208 -1.33299 -1.13279
H -0.84054 -0.86769 -3.33281
H -2.59080 -0.64108 -3.46652
H -1.94091 -2.29099 -3.22911
C 0.48545 1.80920 -2.85494
C 2.20266 0.55403 -3.85750
C -0.66397 2.25578 -3.73244
H 1.38204 2.47855 -2.95241
H 0.22270 1.86727 -1.77723
H -0.30740 2.30664 -4.78039
H -0.93608 3.25611 -3.36014
H -1.52303 1.57094 -3.64168
C 2.10881 0.78805 -5.34923
H 2.78466 -0.35178 -3.64951
H 2.78985 1.37283 -3.39381
H 1.31824 0.21781 -5.84884
H 3.08083 0.49625 -5.74867
H 1.94001 1.84303 -5.58468
H 3.43690 0.68675 -1.03801
Eu -0.69351 -0.37128 1.44727
C 2.71762 0.22213 -0.32530
Si 4.02502 0.44711 1.04856
H 2.37631 -0.77040 -0.64291
H 1.87454 0.89203 -0.11660
C 5.29791 -0.54232 0.07104
C 3.66762 -0.34971 2.71014
C 4.11830 2.31535 0.89428
C -2.55561 -1.76900 2.08538
Si -3.82257 -0.40204 1.87716
H -2.22968 -2.03364 3.12136
H -2.59313 -2.70213 1.48631
C -5.11400 -0.93255 0.62920
C -3.13262 1.27840 1.23227
C -4.62083 -0.00599 3.53681
H 3.72493 2.67348 -0.07087
H 5.14977 2.67626 0.94858
H 3.53000 2.81026 1.67612
H 5.14490 -1.62185 0.22207
H 6.30872 -0.27736 0.38715
H 5.21949 -0.36182 -1.01504
H 3.03249 -1.24707 2.56789
H 3.19173 0.32549 3.43707
H 4.61816 -0.68760 3.15019
H -3.76910 1.52447 0.36454
H -2.08471 1.46424 0.88448
H -3.31951 2.04135 2.01142
H -5.66859 0.28818 3.38729
H -4.11610 0.80526 4.08029
H -4.60331 -0.91193 4.15962
H -6.10092 -0.55217 0.92935
H -5.16384 -2.03028 0.59244
H -4.89640 -0.56648 -0.38395
N -1.18925 0.38814 4.04845
C 0.02870 0.89857 4.68414
C 0.91727 1.56354 3.63925
O 1.88458 2.17849 4.08231
O 0.60980 1.39029 2.38555
H -1.85209 1.15847 3.96469
H -1.66433 -0.30131 4.62362
H -0.16102 1.63144 5.47457
H 0.61071 0.07955 5.11320

Kohn-Sham gap (spin up / spin down)   6.56 / 6.86 eV
LUMO (spin up / spin down)   0.21 / 0.20 eV
Charge   0
⟨S²⟩   15.760
2S+1   8
HOMO level (spin up / spin down)   -0.2334 / -0.2449 Ha


# 4
Molecular formula: C7H16ClEuIN2O3P
Method: DFT, the ωB97M-V functional and the def2-TZVPD basis

Geometry (Å):
C -2.76855 2.27940 -3.33549
C -1.34489 1.89622 -2.92106
H -2.69249 3.07712 -4.09685
H -3.35104 2.62049 -2.45203
H -3.32238 1.39912 -3.73372
O -0.36274 2.42311 -3.34651
I -4.75234 -1.01096 -0.67414
Eu -1.98684 0.00220 -1.16028
P -0.52964 1.84668 1.44125
C 0.78955 3.06534 1.81806
C -1.90278 3.02276 1.10675
H -1.63996 0.57788 3.15861
H -1.24560 2.23820 3.77560
H 0.02502 0.96292 3.62603
C -0.89110 1.38137 3.18489
H -2.80207 2.46560 0.80067
H -2.12313 3.58556 2.02377
H 0.47055 3.75025 2.62047
H 1.05809 3.64417 0.92558
H -1.61623 3.72052 0.30845
H 1.67983 2.51430 2.15454
C 0.64555 1.30996 -0.99804
O 1.77039 1.53308 -1.11419
Cl -1.83570 -0.99948 1.35808
N 0.57559 -2.51912 0.28963
C 0.71245 -2.10494 -0.96704
N 1.88046 -2.41715 -1.60264
O -0.16975 -1.41531 -1.58623
H 1.33729 -3.01517 0.71614
H -0.22531 -2.16684 0.85429
H 1.89804 -2.25731 -2.60140
H 2.51459 -3.11368 -1.23611

Energy above the lowest of the compared OMol25 structures with the same formula, charge and spin   494.66 kJ/mol
Kohn-Sham gap (spin up / spin down)   5.39 / 3.86 eV
LUMO (spin up / spin down)   -9.37 / -10.89 eV
Charge   +2
⟨S²⟩   12.075
2S+1   7
HOMO level (spin up / spin down)   -0.5424 / -0.5420 Ha